--- w ---
Density functional theory data (the ωB97M-V functional and the def2-TZVPD basis) for a 2-piece molecular cluster, CH3N2O2 overall.

The geometry in XYZ format:
```
8
Properties=species:S:1:pos:R:3:mulliken_charge:R:1
C 0.44806 0.28318 -1.40356 -0.019
N 0.43890 -0.10025 -0.15692 -0.484
N -1.15834 -0.01779 1.99235 -0.313
O -1.66020 -1.07490 2.40668 -0.332
O -0.43213 0.76779 -2.08774 -0.591
H 1.61813 0.41544 -1.77218 0.098
H 1.47119 -0.29975 0.16942 0.168
H -0.72561 0.02627 0.85196 0.473
```

For the HOMO energy (spin up / spin down), the calculation gives -3.23 / -3.31 eV. As for the net charge: -1. The calculation puts the HOMO-LUMO gap (spin up / spin down) at 7.813 / 7.857 eV. The value obtained for the LUMO energy (spin up / spin down) is 4.59 / 4.55 eV.

***

--- x ---
Density functional theory data (the ωB97M-V functional and the def2-TZVPD basis) for an isolated ion of composition CH3N2O2 and charge -1.

The geometry in XYZ format:
```
8
Properties=species:S:1:pos:R:3:mulliken_charge:R:1
C 0.40553 -0.06002 0.26606 -0.529
N 0.30173 0.81851 1.38230 -0.626
N -0.33447 1.94287 1.43257 1.024
O -0.18713 2.43866 2.54587 -0.719
O -1.09166 2.39658 0.51548 -0.729
H -0.52817 -0.65709 0.09154 0.190
H 1.36656 -0.72887 0.52515 0.206
H 0.66343 0.48065 -0.77073 0.184
```

Its SMILES is CN=[N+]([O-])[O-]. For the HOMO energy, the calculation gives -3.47 eV. As for the net charge: -1. The calculation puts the HOMO-LUMO gap at 8.087 eV. The value obtained for the LUMO energy is 4.62 eV.

***

Which of them is the most stable? Correct choice: w.

***

--- w ---
Density functional theory data (the ωB97M-V functional and the def2-TZVPD basis) for a 2-piece molecular cluster, CH3N2O2 overall.

The geometry in XYZ format:
```
8
Properties=species:S:1:pos:R:3:mulliken_charge:R:1
C 0.22886 -0.12199 -0.12210 -0.756
N -0.68104 2.08569 1.94424 -0.641
N -1.78554 1.67810 2.30037 1.084
O -2.37833 0.65081 1.94906 -0.695
O -2.29902 2.50998 3.13943 -0.723
H -0.82784 0.02351 -0.17489 0.242
H 0.86064 0.68052 -0.44678 0.251
H 0.60168 -0.78429 0.63227 0.237
```

For the HOMO energy (spin up / spin down), the calculation gives -3.81 / -3.89 eV. As for the net charge: -1. The calculation puts the HOMO-LUMO gap (spin up / spin down) at 7.475 / 8.431 eV. The value obtained for the LUMO energy (spin up / spin down) is 3.66 / 4.54 eV.

***

--- x ---
Density functional theory data (the ωB97M-V functional and the def2-TZVPD basis) for CH3N2O2 as an isolated structure.

The geometry in XYZ format:
```
8
Properties=species:S:1:pos:R:3:mulliken_charge:R:1
C 0.45453 0.14752 -0.54832 -0.183
N 1.32717 -0.92985 -0.38949 -0.430
N -0.99609 -0.68111 0.42372 -0.120
O -2.12523 -0.95218 -0.06664 -0.543
O 2.16616 -0.85824 0.57157 -0.470
H 0.59672 0.89819 0.12544 0.342
H 0.19296 0.58703 -1.58503 0.225
H -0.43605 -1.53594 0.72543 0.180
```

For the HOMO energy (spin up / spin down), the calculation gives -2.32 / -3.04 eV. As for the net charge: -1. The calculation puts the HOMO-LUMO gap (spin up / spin down) at 7.111 / 7.944 eV. The value obtained for the LUMO energy (spin up / spin down) is 4.79 / 4.90 eV.

***

--- y ---
Density functional theory data (the ωB97M-V functional and the def2-TZVPD basis) for a 2-piece molecular cluster, CH3N2O2 overall.

The geometry in XYZ format:
```
8
Properties=species:S:1:pos:R:3:mulliken_charge:R:1
C -1.06165 -0.66857 0.41034 -0.086
N -0.37284 0.37998 0.27430 -0.321
N 1.34071 0.60319 -0.89301 -0.021
O 2.35612 1.01215 -0.28537 -0.476
O -0.90998 -1.74016 -0.12437 -0.647
H -1.96692 -0.46630 1.18682 0.201
H -0.68791 1.26151 0.67893 0.160
H 1.30248 -0.38179 -1.24765 0.192
```

For the HOMO energy (spin up / spin down), the calculation gives -2.95 / -2.95 eV. As for the net charge: -1. The calculation puts the HOMO-LUMO gap (spin up / spin down) at 7.574 / 7.575 eV. The value obtained for the LUMO energy (spin up / spin down) is 4.63 / 4.63 eV.

***

Which of them is the most stable? Correct choice: y.

***

--- w ---
Density functional theory data (the ωB97M-V functional and the def2-TZVPD basis) for a 2-piece molecular cluster, C3H7O2S overall.

The geometry in XYZ format:
```
13
Properties=species:S:1:pos:R:3:mulliken_charge:R:1
C -1.57394 -1.78464 0.24876 -1.175
C -0.46667 -0.71794 0.37780 -0.244
S -0.46204 0.03943 1.98910 -0.329
H -1.50786 -2.64877 0.88753 0.325
H -2.53967 -1.26729 0.31944 0.337
H -1.54955 -1.99303 -0.82783 0.326
H -0.34918 0.02542 -0.40050 0.355
H 0.45727 -1.30331 0.36215 0.253
H 0.69332 0.71269 1.80262 0.143
O 2.72299 2.40672 -2.04073 -0.651
C 1.83766 2.22490 -1.19864 -0.065
O 1.50322 1.17813 -0.61203 -0.525
H 1.23444 3.12769 -0.90766 0.249
```

For the HOMO energy, the calculation gives -4.15 eV. As for the net charge: -1. The calculation puts the HOMO-LUMO gap at 7.542 eV. The value obtained for the LUMO energy is 3.39 eV.

***

--- x ---
Density functional theory data (the ωB97M-V functional and the def2-TZVPD basis) for a 2-piece molecular cluster, C3H7O2S overall.

The geometry in XYZ format:
```
13
Properties=species:S:1:pos:R:3:mulliken_charge:R:1
C -1.00213 1.16445 -1.50825 -1.002
C -0.81388 -0.08470 -0.65085 0.356
S -2.12278 -0.23910 0.61334 -0.321
H -0.89859 2.06638 -0.89040 0.281
H -1.99927 1.33377 -1.91161 0.342
H -0.16709 1.16298 -2.21044 0.281
H -0.77525 -0.95880 -1.29967 0.281
H 0.13583 -0.07661 -0.10552 -0.343
H -1.62847 0.35227 1.71278 0.118
O 2.36439 -0.05301 -0.79916 -0.580
C 2.36144 -0.09511 0.43527 -0.068
O 1.64540 -0.62010 1.29815 -0.605
H 3.39932 0.34861 0.94196 0.259
```

For the HOMO energy, the calculation gives -3.95 eV. As for the net charge: -1. The calculation puts the HOMO-LUMO gap at 7.322 eV. The value obtained for the LUMO energy is 3.37 eV.

***

Which of them is the most stable? Correct choice: w.

***

--- w ---
Density functional theory data (the ωB97M-V functional and the def2-TZVPD basis) for a 2-piece molecular cluster, C3H7O2S overall.

The geometry in XYZ format:
```
13
Properties=species:S:1:pos:R:3:mulliken_charge:R:1
C -0.41220 0.74136 1.80626 -0.727
C -0.32796 -0.83129 1.64337 -0.402
S -0.42652 -1.34719 -0.04314 -0.368
H -1.50386 1.09305 2.23444 0.170
H -0.40980 1.14356 0.67509 0.208
H 0.26184 1.24062 2.55698 0.279
H 0.50731 -1.17856 2.19773 0.312
H -1.18835 -1.35190 2.17545 0.199
H 0.68559 -0.82116 -0.84485 0.250
O 1.26728 0.44963 -4.26907 -0.644
C 0.69580 0.29557 -3.10095 0.190
O 1.32805 0.28425 -1.91600 -0.681
H -0.47717 0.28207 -3.11533 0.214
```

For the HOMO energy, the calculation gives -4.55 eV. As for the net charge: -1. The calculation puts the HOMO-LUMO gap at 8.082 eV. The value obtained for the LUMO energy is 3.54 eV.

***

--- x ---
Density functional theory data (the ωB97M-V functional and the def2-TZVPD basis) for a 2-piece molecular cluster, C3H7O2S overall.

The geometry in XYZ format:
```
13
Properties=species:S:1:pos:R:3:mulliken_charge:R:1
O 1.02148 2.78420 -0.10367 -0.556
C 0.97731 1.56997 0.04477 0.051
C 0.99051 0.91040 1.37134 -0.439
C 0.52616 -0.55038 1.37612 -0.785
S -1.11945 -0.62640 0.61167 -0.621
H 1.16653 1.00989 -0.89170 0.342
H 2.03113 1.02476 1.73131 0.276
H 0.36958 1.48970 2.05335 0.226
H 1.28659 -1.19337 0.91142 0.246
H 0.49364 -0.89958 2.40724 0.267
H -3.21697 -1.48978 -2.93404 0.318
H -1.85019 -2.06954 -3.04429 0.341
O -2.67631 -1.95987 -3.53352 -0.665
```

For the HOMO energy, the calculation gives -2.88 eV. As for the net charge: -1. The calculation puts the HOMO-LUMO gap at 6.772 eV. The value obtained for the LUMO energy is 3.89 eV.

***

Which of them is the most stable? Correct choice: x.